[1]
Density functional theory data (ωB97M-V with the def2-TZVPD basis set) for the ion C7H11N2S with charge +1 in a non-equilibrium geometry.

Output
E, eV: -21245.518
HOMO energy, eV: -12.825
Energy above the lowest of the compared OMol25 structures with the same formula, charge and spin, kcal/mol: 13.5
Charge: +1
Kohn-Sham gap, eV: 9.850
Structure (SMILES): c1c[n+]([C@@H]2CCCS2)c[nH]1

The geometry in XYZ format:
```
21
Properties=species:S:1:pos:R:3:forces:R:3:nbo_charge:R:1
C -2.269 -1.590 1.371 -1.179 0.539 0.017 -0.0311
C -0.973 -1.629 0.977 -1.703 -1.164 1.098 -0.0486
C -1.946 0.047 -0.060 -1.240 0.160 -0.465 0.2426
C 2.288 0.865 -0.343 2.984 1.927 -4.036 -0.3984
C 1.426 -0.129 0.317 -1.541 4.803 0.173 -0.4397
C 1.404 1.934 -1.114 0.906 0.378 0.713 -0.5418
C 0.366 -0.458 -0.696 0.445 -1.429 0.029 -0.1942
N -2.856 -0.544 0.712 0.163 0.393 -0.527 -0.4623
N -0.838 -0.673 0.051 -1.066 2.292 -0.625 -0.2873
S 0.245 0.803 -1.959 -0.207 0.584 -0.040 0.2622
H -2.966 -2.071 2.009 0.427 -1.058 0.727 0.2553
H -0.229 -2.304 1.313 0.709 -0.277 -0.098 0.2628
H -2.222 0.931 -0.658 0.887 -0.853 0.134 0.2787
H 3.021 1.530 0.154 -0.318 -1.080 0.750 0.2501
H 2.924 0.270 -1.146 -1.116 1.351 1.343 0.2125
H 2.019 -0.885 0.576 1.866 -3.380 1.518 0.2388
H 0.978 0.438 1.170 0.050 -1.015 -0.215 0.2163
H 1.057 2.704 -0.344 -0.491 -1.287 -0.951 0.2240
H 1.922 2.612 -1.871 -0.394 -1.482 0.765 0.2647
H 0.494 -1.492 -1.052 0.614 0.580 -0.860 0.2411
H -3.846 -0.359 0.593 0.203 0.018 0.551 0.4543
```
Forces are in eV/Å.


[2]
Density functional theory data (ωB97M-V with the def2-TZVPD basis set) for the ion C7H11N2S with charge +1 in a non-equilibrium geometry.

Output
E, eV: -21244.507
HOMO energy, eV: -13.076
Energy above the lowest of the compared OMol25 structures with the same formula, charge and spin, kcal/mol: 36.8
Charge: +1
Kohn-Sham gap, eV: 9.961
Structure (SMILES): C=C[C@](C)([NH3+])c1nccs1

The geometry in XYZ format:
```
21
Properties=species:S:1:pos:R:3:forces:R:3:nbo_charge:R:1
C -3.110 -0.717 0.963 1.600 -0.425 1.273 -0.0495
C -2.671 -1.233 2.169 1.424 0.968 -2.000 -0.3516
C -0.864 -0.542 0.589 0.659 0.111 1.929 0.1005
C 1.370 1.533 1.419 -1.117 -1.870 -1.387 -0.2830
C 1.369 0.952 0.200 0.831 0.570 1.060 -0.2881
C 1.226 -1.373 -0.814 1.524 1.984 0.229 -0.6285
C 0.461 -0.138 -0.324 -3.588 -0.049 0.869 0.0957
N -2.062 -0.334 0.140 0.353 -0.108 -0.091 -0.5278
N -0.389 0.554 -1.423 2.153 3.347 -1.763 -0.7388
S -0.907 -1.148 2.340 -1.192 0.282 -2.859 0.3962
H -4.125 -0.552 0.620 0.168 -0.293 0.150 0.2460
H -3.194 -1.785 2.884 -0.924 -0.279 1.134 0.2534
H 2.142 2.105 1.869 0.546 0.798 -0.303 0.2370
H 0.546 1.278 2.062 -0.107 -0.069 0.417 0.2038
H 2.137 1.209 -0.544 -0.009 -0.205 0.382 0.2231
H 2.308 -1.076 -0.825 -0.809 -0.358 -0.046 0.2418
H 0.994 -1.604 -1.846 -0.427 -0.731 0.140 0.2382
H 1.141 -2.111 -0.041 -0.246 -0.894 -0.228 0.2577
H -0.039 1.586 -1.306 -1.391 -2.012 -0.467 0.4526
H -1.426 0.496 -1.274 0.283 -0.326 0.661 0.4830
H -0.218 0.365 -2.433 0.269 -0.439 0.901 0.4382
```
Forces are in eV/Å.


[3]
Density functional theory data (ωB97M-V with the def2-TZVPD basis set) for the ion C7H11N3 with charge +2 in a non-equilibrium geometry.

Output
E, eV: -11890.444
HOMO energy, eV: -18.689
Energy above the lowest of the compared OMol25 structures with the same formula, charge and spin, kcal/mol: 0.0
Charge: +2
Kohn-Sham gap, eV: 10.390
Structure (SMILES): NC(=[NH2+])C[n+]1ccccc1

The geometry in XYZ format:
```
21
Properties=species:S:1:pos:R:3:forces:R:3:nbo_charge:R:1
C -2.007 -1.278 2.172 1.987 -2.663 0.784 -0.0461
C -0.814 -1.924 1.769 -0.281 2.527 -1.161 -0.1863
C -2.492 -0.233 1.420 -0.479 -1.165 1.383 -0.2222
C -0.073 -1.403 0.733 0.271 -0.379 -0.916 0.0858
C -1.856 0.172 0.285 0.147 -0.456 1.121 0.0665
C 1.363 0.810 -0.976 -1.558 0.118 -1.262 0.5452
C 0.113 -0.014 -1.214 -0.597 -0.466 0.698 -0.3112
N -0.630 -0.388 0.034 0.394 0.727 -2.246 -0.2932
N 2.205 0.840 -1.951 0.633 -0.691 -0.196 -0.6657
N 1.499 1.616 0.021 -0.438 -0.325 0.268 -0.6765
H -2.441 -1.789 3.078 -0.204 1.252 -1.083 0.2895
H -0.388 -2.719 2.233 0.739 -2.327 1.680 0.2598
H -3.426 0.074 1.819 -0.822 1.168 -0.605 0.2837
H 0.912 -1.777 0.248 -1.831 0.401 1.476 0.2601
H -2.425 0.907 -0.271 1.046 0.127 -0.902 0.2826
H 0.307 -0.825 -1.922 0.462 -0.798 0.946 0.2785
H -0.635 0.405 -1.842 -0.379 1.797 -0.461 0.2938
H 2.163 0.076 -2.589 0.501 -0.176 -0.871 0.4368
H 3.028 1.414 -1.875 0.393 0.026 -0.484 0.4411
H 0.657 1.782 0.524 -0.066 0.679 1.074 0.4337
H 2.288 2.234 -0.015 0.082 0.625 0.757 0.4440
```
Forces are in eV/Å.


[4]
Density functional theory data (ωB97M-V with the def2-TZVPD basis set) for an isolated molecule of C7H11N3O in a non-equilibrium geometry.

Output
E, eV: -13952.860
HOMO energy, eV: -8.997
Energy above the lowest of the compared OMol25 structures with the same formula, charge and spin, kcal/mol: 62.5
Charge: 0
Kohn-Sham gap, eV: 9.754
Structure (SMILES): [H]/N=C(\OCC)n1ccc(C)n1

The geometry in XYZ format:
```
22
Properties=species:S:1:pos:R:3:forces:R:3:nbo_charge:R:1
C -2.589 1.173 -0.147 0.119 2.103 0.086 -0.3286
C -1.242 1.138 0.133 0.691 -0.595 -0.195 -0.0339
C -3.018 -0.130 -0.055 0.662 -1.714 0.616 0.1237
C 0.597 -0.629 0.412 -3.213 0.338 -0.089 0.7479
C -4.351 -0.736 -0.159 -2.192 1.714 1.196 -0.6416
C 3.178 0.222 -0.820 1.200 -0.987 -0.582 -0.6340
C 2.670 0.460 0.587 0.568 -1.286 -2.142 -0.0768
N -2.007 -0.951 0.176 1.340 -1.119 0.245 -0.2468
N 0.895 -1.829 0.320 0.377 -1.085 1.326 -0.7327
N -0.881 -0.189 0.293 0.297 0.987 -0.462 -0.2273
O 1.263 0.506 0.591 -0.230 0.466 0.756 -0.5002
H -3.256 2.007 -0.403 0.729 -0.244 0.377 0.2283
H -0.436 1.839 0.267 -0.479 0.468 -0.307 0.2300
H -4.317 -1.625 -0.636 0.592 -3.259 -1.261 0.2293
H -5.047 -0.890 0.699 1.359 0.201 0.297 0.2236
H -5.052 -0.229 -0.781 -0.124 1.250 -0.870 0.2150
H 2.671 -0.651 -1.222 0.396 -0.447 -0.069 0.2210
H 2.941 0.993 -1.564 0.344 0.294 0.567 0.2171
H 4.311 0.027 -0.719 -1.730 0.348 -0.579 0.2149
H 3.091 1.405 0.774 -0.089 1.186 1.569 0.2059
H 3.048 -0.377 1.163 -0.008 0.311 0.732 0.1804
H 1.719 -2.247 0.808 -0.611 1.070 -1.210 0.3847
```
Forces are in eV/Å.